# 1
ORCA calculation (ωB97M-V/def2-TZVPD) on C47H117N7O16Zn as an isolated structure in a non-equilibrium geometry.

XYZ file:
```
188
Properties=species:S:1:pos:R:3:lowdin_charge:R:1
Zn -27.358 -11.370 -8.874 0.70
C -29.430 -9.588 -6.607 -0.09
C -29.902 -11.043 -6.950 -0.40
O -28.961 -11.723 -7.737 -0.34
H -29.150 -9.016 -7.492 0.04
H -28.639 -9.639 -5.859 0.05
H -30.281 -9.064 -6.173 0.06
H -30.861 -10.999 -7.465 0.08
H -30.157 -11.516 -6.001 0.09
C -25.197 -8.374 -10.660 -0.07
C -25.980 -8.354 -9.327 -0.55
C -27.230 -7.439 -9.512 -0.03
O -26.244 -9.618 -8.796 -0.27
H -24.989 -7.329 -10.890 0.05
H -25.780 -8.890 -11.423 0.05
H -24.215 -8.843 -10.601 0.07
H -25.283 -7.899 -8.624 0.10
H -27.723 -7.273 -8.554 0.05
H -27.991 -7.837 -10.182 0.07
H -26.941 -6.429 -9.805 0.03
C -28.502 -6.124 -6.151 -0.12
O -28.866 -4.893 -5.628 -0.18
C -28.980 -3.855 -6.597 -0.20
C -29.904 -2.724 -6.040 -0.22
N -31.306 -3.027 -6.050 -0.05
C -32.093 -1.937 -5.474 -0.19
C -32.043 -1.763 -3.931 -0.21
O -30.797 -1.311 -3.433 -0.20
C -30.816 -1.141 -2.050 -0.13
H -27.622 -6.016 -6.785 0.07
H -29.380 -6.442 -6.712 0.09
H -28.308 -6.901 -5.412 0.08
H -29.014 -4.112 -7.656 0.10
H -27.991 -3.399 -6.629 0.10
H -29.690 -1.830 -6.625 0.12
H -29.481 -2.456 -5.072 0.11
H -31.466 -3.805 -5.427 0.11
H -33.148 -2.116 -5.681 0.11
H -31.802 -1.010 -5.968 0.12
H -32.190 -2.733 -3.457 0.12
H -32.869 -1.115 -3.639 0.12
H -29.776 -1.205 -1.731 0.09
H -31.267 -1.972 -1.508 0.09
H -31.286 -0.212 -1.725 0.09
C -22.118 -7.956 -5.135 -0.12
O -21.685 -9.027 -5.919 -0.17
C -22.718 -9.531 -6.768 -0.18
C -23.621 -10.674 -6.120 -0.16
N -24.366 -10.286 -4.891 -0.04
C -25.560 -9.485 -5.189 -0.20
C -26.252 -9.067 -3.873 -0.16
O -25.372 -8.156 -3.140 -0.20
C -25.639 -8.003 -1.815 -0.16
H -22.448 -7.091 -5.710 0.08
H -21.283 -7.543 -4.569 0.09
H -22.920 -8.231 -4.450 0.06
H -22.272 -9.851 -7.710 0.11
H -23.396 -8.734 -7.077 0.09
H -23.011 -11.537 -5.854 0.11
H -24.248 -11.045 -6.931 0.08
H -23.903 -9.698 -4.212 0.07
H -26.280 -10.061 -5.771 0.10
H -25.287 -8.554 -5.686 0.11
H -26.502 -9.931 -3.257 0.12
H -27.179 -8.562 -4.143 0.10
H -26.677 -7.693 -1.691 0.09
H -24.991 -7.256 -1.356 0.09
H -25.532 -8.921 -1.238 0.09
C -22.810 -11.661 -12.759 -0.07
O -23.898 -12.188 -13.562 -0.20
C -24.537 -11.159 -14.222 -0.27
C -25.356 -11.700 -15.404 -0.18
N -26.516 -12.521 -15.019 -0.05
C -27.096 -13.201 -16.179 -0.20
C -27.604 -12.311 -17.326 -0.23
O -26.587 -12.060 -18.267 -0.21
C -26.731 -10.928 -19.158 -0.07
H -22.936 -10.673 -12.316 0.08
H -21.997 -11.529 -13.474 0.08
H -22.456 -12.430 -12.073 0.09
H -23.710 -10.637 -14.703 0.09
H -25.077 -10.555 -13.493 0.10
H -24.665 -12.258 -16.036 0.13
H -25.738 -10.825 -15.929 0.10
H -26.045 -13.244 -14.493 0.09
H -27.962 -13.690 -15.732 0.12
H -26.429 -13.939 -16.625 0.12
H -27.993 -11.406 -16.860 0.11
H -28.426 -12.875 -17.768 0.12
H -25.838 -10.970 -19.782 0.09
H -26.656 -9.997 -18.596 0.07
H -27.644 -11.013 -19.748 0.09
C -28.792 -4.738 -11.376 -0.07
O -27.741 -3.983 -11.994 -0.17
C -26.429 -4.456 -11.646 -0.17
C -25.281 -3.622 -12.310 -0.07
N -24.535 -2.739 -11.410 0.21
C -23.844 -1.685 -12.145 -0.09
C -23.208 -0.632 -11.164 -0.15
O -22.681 0.416 -12.041 -0.21
C -21.965 1.455 -11.427 -0.11
H -28.781 -5.759 -11.759 0.09
H -29.697 -4.226 -11.702 0.10
H -28.797 -4.684 -10.287 0.08
H -26.257 -5.503 -11.896 0.10
H -26.215 -4.419 -10.578 0.10
H -25.594 -3.082 -13.203 0.14
H -24.530 -4.328 -12.663 0.14
H -23.947 -3.226 -10.749 0.10
H -24.382 -1.169 -12.940 0.15
H -22.960 -2.083 -12.643 0.15
H -22.470 -1.062 -10.487 0.13
H -23.919 -0.214 -10.452 0.12
H -21.752 2.301 -12.081 0.10
H -21.013 1.026 -11.115 0.07
H -22.365 1.818 -10.481 0.09
C -29.621 -8.838 -15.213 -0.09
O -28.532 -8.048 -14.752 -0.21
C -27.211 -8.524 -14.903 -0.22
C -26.054 -7.659 -14.316 -0.15
N -24.770 -8.209 -14.849 -0.05
C -23.582 -7.550 -14.220 -0.21
C -22.274 -8.064 -14.778 -0.19
O -21.189 -7.445 -14.035 -0.21
C -19.904 -7.404 -14.736 -0.08
H -29.710 -8.949 -16.294 0.08
H -30.504 -8.376 -14.772 0.09
H -29.415 -9.839 -14.835 0.07
H -27.170 -8.583 -15.991 0.11
H -27.112 -9.556 -14.567 0.09
H -26.186 -7.744 -13.238 0.09
H -26.154 -6.661 -14.742 0.11
H -24.622 -8.143 -15.846 0.11
H -23.587 -7.674 -13.137 0.10
H -23.629 -6.483 -14.440 0.11
H -22.286 -7.586 -15.757 0.12
H -22.234 -9.153 -14.782 0.11
H -19.399 -8.358 -14.885 0.09
H -19.196 -6.746 -14.232 0.07
H -19.925 -6.897 -15.701 0.08
C -23.982 -4.659 -8.652 -0.09
O -23.324 -4.688 -9.883 -0.24
C -22.433 -5.793 -9.977 -0.18
C -21.660 -5.721 -11.289 -0.22
N -20.703 -4.688 -11.103 -0.06
C -19.667 -4.645 -12.174 -0.15
C -19.028 -3.195 -12.215 -0.21
O -20.036 -2.370 -12.658 -0.21
C -19.790 -0.989 -12.737 -0.09
H -23.250 -4.656 -7.843 0.10
H -24.667 -5.491 -8.490 0.09
H -24.568 -3.740 -8.673 0.09
H -22.971 -6.739 -9.908 0.11
H -21.662 -5.760 -9.207 0.13
H -22.351 -5.476 -12.096 0.10
H -21.231 -6.676 -11.591 0.12
H -21.182 -3.807 -11.222 0.08
H -20.125 -4.810 -13.149 0.10
H -18.911 -5.390 -11.926 0.12
H -18.217 -3.160 -12.943 0.12
H -18.605 -2.874 -11.263 0.12
H -20.655 -0.375 -12.990 0.07
H -19.095 -0.711 -13.529 0.09
H -19.301 -0.682 -11.813 0.09
C -26.180 -12.942 -6.340 -0.04
O -26.059 -12.474 -7.695 -0.26
C -25.114 -13.181 -8.433 -0.20
C -25.168 -12.738 -9.916 -0.18
N -26.558 -12.622 -10.312 -0.05
C -26.650 -11.862 -11.605 -0.14
C -28.045 -11.284 -11.752 -0.21
O -28.350 -10.698 -10.532 -0.23
C -29.666 -10.172 -10.698 -0.06
H -27.011 -12.426 -5.859 0.09
H -25.271 -12.813 -5.751 0.09
H -26.487 -13.987 -6.378 0.10
H -25.172 -14.266 -8.348 0.13
H -24.102 -12.913 -8.129 0.12
H -24.650 -13.504 -10.493 0.13
H -24.522 -11.863 -9.984 0.12
H -26.764 -13.568 -10.600 0.15
H -26.323 -12.489 -12.434 0.10
H -25.893 -11.078 -11.621 0.09
H -28.716 -12.092 -12.044 0.14
H -28.014 -10.611 -12.608 0.12
H -30.424 -10.954 -10.753 0.11
H -29.777 -9.392 -11.451 0.10
H -29.943 -9.617 -9.802 0.09
```

Results
Gap between HOMO and LUMO (alpha / beta) in eV: 7.497 / 2.552
<S²>: 0.75
Total charge: +1
Lowest unoccupied orbital energy (alpha / beta) in Ha: -0.06389 / -0.24562
Spin multiplicity: 2
HOMO level (alpha / beta) in eV: -9.24 / -9.24

---

# 2
ORCA calculation (ωB97M-V/def2-TZVPD) on C22H27Cl2N6O2SSn as an isolated structure.

XYZ file:
```
61
Properties=species:S:1:pos:R:3:lowdin_charge:R:1
Sn -0.817 1.147 -0.284 1.31
N 1.040 0.756 0.957 -0.01
C 1.543 1.801 1.864 -0.18
C 0.334 2.317 2.613 -0.21
N -0.657 2.771 1.640 -0.15
C -0.503 4.104 1.037 -0.17
C 0.253 4.088 -0.289 -0.20
N -0.404 3.148 -1.218 -0.03
H 1.658 0.575 0.171 0.08
H 0.903 -0.131 1.443 0.08
H 2.305 1.446 2.557 0.13
H 1.994 2.590 1.268 0.11
H -0.116 1.480 3.149 0.08
H 0.606 3.079 3.347 0.13
H -1.579 2.732 2.064 0.10
H -1.512 4.469 0.838 0.13
H -0.022 4.808 1.722 0.13
H 0.281 5.104 -0.684 0.13
H 1.281 3.754 -0.173 0.10
H -1.319 3.491 -1.514 0.11
H 0.167 2.987 -2.043 0.08
C 3.457 -4.701 2.174 -0.04
C 2.419 -4.030 1.321 -0.25
C 1.454 -3.197 1.894 -0.02
C 0.490 -2.584 1.114 -0.08
C 0.473 -2.815 -0.260 -0.27
C 1.405 -3.656 -0.846 -0.04
C 2.372 -4.255 -0.051 -0.01
S -0.577 -1.833 -1.274 0.61
O -0.722 -2.475 -2.542 -0.25
O -1.736 -1.485 -0.486 -0.33
N 0.180 -0.403 -1.397 -0.24
C 1.179 -0.032 -2.291 -0.38
C 1.781 -0.889 -3.214 0.01
C 2.780 -0.384 -4.017 -0.03
C 3.155 0.952 -3.905 -0.05
C 2.500 1.723 -2.973 -0.13
N 1.534 1.253 -2.168 0.05
H 3.659 -4.129 3.078 0.08
H 4.390 -4.838 1.629 0.08
H 3.110 -5.689 2.481 0.09
H 1.458 -3.042 2.966 0.12
H -0.273 -1.952 1.555 0.07
H 1.362 -3.852 -1.909 0.11
H 3.106 -4.907 -0.507 0.12
H 1.438 -1.909 -3.302 0.10
H 3.268 -1.028 -4.736 0.12
H 3.916 1.384 -4.537 0.11
H 2.751 2.772 -2.852 0.11
Cl -2.116 0.011 2.299 0.75
C -3.568 -0.049 1.312 -0.57
C -4.588 -0.894 1.705 -0.11
C -5.755 -0.919 0.967 -0.08
C -5.869 -0.137 -0.170 -0.10
C -4.805 0.646 -0.578 -0.61
Cl -4.956 1.585 -2.028 0.68
C -3.618 0.762 0.166 -0.53
N -2.661 1.680 -0.194 -0.19
H -4.478 -1.507 2.589 0.11
H -6.580 -1.539 1.287 0.11
H -6.772 -0.155 -0.764 0.11
```

Results
Gap between HOMO and LUMO in eV: 7.121
Total charge: +1
Lowest unoccupied orbital energy in Ha: -0.10000
HOMO level in eV: -9.84

---

# 3
ORCA calculation (ωB97M-V/def2-TZVPD) on a 2-piece molecular cluster, C3H6N4O2 overall in a non-equilibrium geometry.

XYZ file:
```
15
Properties=species:S:1:pos:R:3:lowdin_charge:R:1
O -0.989 -1.347 2.690 -0.09
N -0.503 -1.143 1.568 -0.15
C 0.445 -2.010 0.994 -0.01
C 1.052 -1.843 -0.273 -0.37
N 1.199 -0.710 -1.052 0.13
C 1.770 -1.177 -2.124 -0.19
O 2.069 -2.488 -2.096 -0.01
N 1.548 -2.937 -0.881 0.11
H -0.735 -0.201 0.982 0.12
H 0.609 -2.969 1.556 0.14
H 2.048 -0.511 -2.948 0.14
N -0.896 1.495 0.538 0.01
H -0.544 1.751 1.474 0.06
H -1.908 1.530 0.482 0.04
H -0.352 1.906 -0.254 0.06
```

Results
Gap between HOMO and LUMO (alpha / beta) in eV: 8.447 / 8.446
Lowest unoccupied orbital energy (alpha / beta) in Ha: 0.00551 / 0.00530
SMILES: [O-]/[NH+]=C/c1ncon1.N
HOMO level (alpha / beta) in eV: -8.30 / -8.30

---

# 4
ORCA calculation (ωB97M-V/def2-TZVPD) on one molecule with the formula C4H5NO.

XYZ file:
```
11
Properties=species:S:1:pos:R:3:lowdin_charge:R:1
C -2.434 0.138 0.201 -0.10
C -0.986 -0.040 0.115 -0.06
C 0.204 -0.228 0.051 0.06
C 1.620 -0.601 0.007 -0.57
N 2.462 0.397 -0.379 0.15
O 2.001 -1.723 0.285 0.06
H -2.932 -0.461 -0.568 0.08
H -2.723 1.184 0.063 0.08
H -2.799 -0.196 1.177 0.08
H 3.450 0.196 -0.397 0.11
H 2.138 1.334 -0.554 0.10
```

Results
Gap between HOMO and LUMO in eV: 10.760
Lowest unoccupied orbital energy in Ha: 0.03112
SMILES: CC#CC(N)=O
HOMO level in eV: -9.91

---

# 5
ORCA calculation (ωB97M-V/def2-TZVPD) on one molecule with the formula C3H9N5.

XYZ file:
```
17
Properties=species:S:1:pos:R:3:lowdin_charge:R:1
C 1.894 -0.509 -1.446 0.03
C 0.915 0.025 -0.705 -0.45
N -0.389 -0.213 -1.036 0.11
C -1.431 -0.234 -0.296 -0.53
N -2.654 -0.254 -0.935 0.11
N -1.480 -0.307 1.066 0.14
N 1.242 1.003 0.290 -0.07
N 1.086 0.578 1.649 -0.03
H 2.932 -0.300 -1.253 0.04
H 1.666 -1.156 -2.271 0.04
H -3.393 -0.760 -0.472 0.08
H -2.581 -0.431 -1.924 0.09
H -0.617 -0.034 1.537 0.04
H -2.345 -0.052 1.514 0.09
H 2.192 1.334 0.110 0.11
H 1.808 -0.091 1.929 0.09
H 1.154 1.400 2.243 0.09
```

Results
Gap between HOMO and LUMO in eV: 8.587
Lowest unoccupied orbital energy in Ha: 0.03487
SMILES: C=C(N=C(N)N)NN
HOMO level in eV: -7.64

---

Let's list calculated total energy in order: -5226.66971, -2866.20909, -487.28980, -285.37239, -393.45279 Eh.